C15H22IrN7O10P2 as an isolated structure. Source: the Open Molecules 2025 dataset; level of theory: the ωB97M-V functional and the def2-TZVPD basis.

Values from the calculation:
spin multiplicity: 1
energy relative to the best compared isomer or geometry (same formula, charge and spin): 0.0 kcal per mole
LUMO level: 0.4 eV
net charge: 0

```
57
Properties=species:S:1:pos:R:3:forces:R:3
Ir 0.592 -0.801 0.893 -0.457 0.286 0.129
O 4.838 -0.724 2.239 -0.007 -0.028 -0.039
P 3.472 -0.135 1.699 -0.022 -0.041 -0.129
O 3.103 1.100 2.446 -0.004 0.023 -0.075
O 2.452 -1.269 1.667 -0.084 -0.090 0.382
O 3.805 0.229 0.165 0.082 0.131 0.049
P 2.782 1.155 -0.715 0.023 -0.352 -0.014
O 2.812 2.544 0.079 0.032 0.053 0.066
O 3.215 1.315 -2.101 -0.012 0.008 0.002
O 1.401 0.526 -0.475 0.192 -0.201 -0.347
H 5.063 -1.565 1.822 0.001 -0.003 0.021
H 2.947 2.375 1.034 -0.008 -0.008 0.007
N 0.316 0.811 2.133 0.376 -0.203 -0.224
C -0.528 0.422 3.280 -0.049 -0.108 0.064
C -0.666 -1.099 3.422 -0.017 -0.069 -0.160
O -1.040 -1.600 4.459 -0.063 0.080 0.001
O -0.424 -1.782 2.334 0.307 -0.483 0.208
H 1.259 1.098 2.430 -0.078 0.123 0.072
H -0.095 1.549 1.568 -0.095 0.095 0.141
H -1.538 0.805 3.134 0.000 0.010 0.012
H -0.136 0.825 4.211 -0.004 0.024 -0.014
N -0.520 -4.758 2.589 0.076 0.362 0.097
C 0.289 -5.470 1.806 0.053 0.037 -0.161
N 0.493 -6.772 2.079 -0.064 0.025 0.044
N 0.906 -5.001 0.730 0.054 -0.170 0.004
C 0.749 -3.765 0.378 0.011 0.102 -0.281
N 0.661 -2.681 -0.034 0.163 0.137 0.263
H -0.828 -5.129 3.472 -0.018 0.001 -0.028
H -0.528 -3.733 2.507 -0.059 -0.034 0.017
H 0.147 -7.197 2.918 0.005 -0.012 -0.001
H 1.133 -7.276 1.493 0.001 0.003 -0.001
C -1.494 2.138 -3.984 -0.036 0.001 0.003
N -1.341 1.009 -3.094 0.148 -0.026 0.053
N -1.475 1.102 -1.727 -0.157 -0.050 -0.165
C -1.189 -0.105 -1.173 0.003 -0.013 0.039
O -1.226 -0.266 0.098 -0.087 0.103 -0.089
C -0.898 -0.986 -2.233 -0.040 -0.001 0.042
C -0.991 -0.257 -3.392 0.016 0.046 -0.028
C -0.755 -0.672 -4.800 0.008 0.007 0.000
C -1.624 2.346 -1.047 0.015 0.093 0.073
C -0.497 2.951 -0.511 0.085 0.087 -0.118
C -0.637 4.158 0.159 -0.015 0.007 -0.002
C -1.888 4.751 0.274 -0.019 -0.014 0.008
C -3.006 4.138 -0.276 0.002 0.013 0.014
C -2.879 2.926 -0.937 -0.020 -0.048 0.040
H -1.402 3.058 -3.414 0.023 0.001 0.004
H -2.464 2.124 -4.484 -0.004 0.003 0.011
H -0.698 2.113 -4.725 -0.006 -0.003 -0.002
H -0.597 -2.011 -2.123 -0.026 -0.005 -0.031
H -0.565 -1.742 -4.835 -0.002 -0.003 -0.004
H 0.115 -0.158 -5.213 0.002 0.001 0.006
H -1.616 -0.449 -5.431 0.004 -0.006 -0.005
H 0.472 2.479 -0.632 -0.236 0.106 0.061
H 0.238 4.638 0.578 0.017 -0.005 -0.012
H -1.992 5.695 0.792 -0.003 0.003 0.005
H -3.980 4.599 -0.181 -0.002 0.001 -0.004
H -3.741 2.421 -1.353 -0.002 0.000 -0.006
```
Positions in Å, forces in eV/Å.

List of natural (NBO) charges in e, atom by atom:
1. Ir 1.34
2. O -0.98
3. P 2.57
4. O -1.18
5. O -1.08
6. O -1.09
7. P 2.56
8. O -1.03
9. O -1.10
10. O -1.15
11. H 0.51
12. H 0.53
13. N -0.74
14. C -0.35
15. C 0.78
16. O -0.64
17. O -0.73
18. H 0.45
19. H 0.41
20. H 0.23
21. H 0.23
22. N -0.79
23. C 0.66
24. N -0.78
25. N -0.65
26. C 0.60
27. N -0.53
28. H 0.40
29. H 0.46
30. H 0.40
31. H 0.42
32. C -0.42
33. N -0.16
34. N -0.22
35. C 0.61
36. O -0.70
37. C -0.39
38. C 0.27
39. C -0.66
40. C 0.08
41. C -0.22
42. C -0.20
43. C -0.20
44. C -0.22
45. C -0.16
46. H 0.24
47. H 0.21
48. H 0.23
49. H 0.26
50. H 0.24
51. H 0.24
52. H 0.23
53. H 0.27
54. H 0.23
55. H 0.22
56. H 0.22
57. H 0.22